No. 1
One molecule with the formula C3H5FO2 in a non-equilibrium geometry. Source: OMol25; level of theory: ωB97M-V/def2-TZVPD.

2S+1	1
electronic energy	-367.53708	Ha
structure (SMILES)	O=C[C@H](F)CO
HOMO level	-0.390	Eh
molar mass	92.1	g/mol

Geometry as XYZ:
```
11
C3H5FO2, DFT ωB97M-V/def2-TZVPD
O -0.28 2.22 0.07
C 0.51 1.28 0.16
C 0.33 0.00 -0.63
F -0.81 -0.11 -1.68
C -0.13 -1.04 0.37
O -1.36 -0.51 0.94
H 1.44 1.41 0.98
H 1.22 -0.34 -1.04
H -0.14 -1.81 -0.26
H 0.80 -1.27 1.05
H -1.57 0.16 0.05
```



No. 2
A 3-piece molecular cluster, C26H50BrF2N3O8P overall in a non-equilibrium geometry. Source: OMol25; level of theory: ωB97M-V/def2-TZVPD.

2S+1	1
electronic energy	-4901.69876	Ha
charge	+1
HOMO level	-0.395	Eh
molar mass	681.6	g/mol

Geometry as XYZ:
```
91
C26H50BrF2N3O8P, DFT ωB97M-V/def2-TZVPD
C 3.71 -5.07 2.48
C 4.63 -5.66 1.41
O 5.12 -4.73 0.47
C 6.40 -4.18 0.79
C 6.27 -2.76 1.38
O 6.82 -1.71 0.62
C 6.42 -1.63 -0.73
C 4.91 -1.56 -0.98
O 4.21 -0.95 0.09
C 3.21 -0.07 -0.30
C 1.98 -0.79 -0.81
C 1.69 -2.07 -0.37
N 0.61 -2.76 -0.79
C 0.43 -4.12 -0.25
C -0.55 -4.22 0.91
C -0.32 -3.23 2.04
F -0.38 -5.50 1.41
C -0.26 -2.24 -1.70
C -1.40 -3.10 -2.15
C -2.55 -2.42 -2.89
F -3.66 -2.45 -2.08
C 0.00 -0.96 -2.18
C 1.10 -0.22 -1.73
C 1.29 1.15 -2.30
O 2.00 1.30 -3.23
O 0.54 2.16 -1.81
P 0.56 2.38 -0.16
O -0.99 2.78 -0.04
Br 1.61 4.34 0.02
H 3.71 -5.74 3.33
H 4.05 -4.11 2.85
H 2.69 -4.98 2.13
H 5.43 -6.22 1.90
H 4.06 -6.40 0.85
H 6.91 -4.80 1.52
H 7.01 -4.20 -0.11
H 6.80 -2.73 2.33
H 5.22 -2.59 1.62
H 6.81 -2.45 -1.34
H 6.87 -0.72 -1.11
H 4.52 -2.55 -1.22
H 4.77 -0.96 -1.88
H 3.55 0.67 -1.03
H 2.92 0.49 0.58
H 2.35 -2.54 0.34
H 0.20 -4.82 -1.04
H 1.40 -4.43 0.14
H -1.59 -4.16 0.60
H -1.27 -2.98 2.51
H 0.30 -3.68 2.80
H 0.14 -2.29 1.73
H -1.84 -3.63 -1.32
H -1.00 -3.88 -2.81
H -2.37 -1.39 -3.17
H -2.78 -2.96 -3.80
H -0.64 -0.51 -2.91
H -1.21 2.88 0.89
C -4.40 -0.89 0.73
C -5.58 -1.50 1.48
C -6.88 -0.71 1.34
O -6.94 0.48 2.10
C -6.28 1.60 1.55
N -5.19 -1.70 2.88
H -3.96 -0.05 1.27
H -3.61 -1.64 0.61
H -4.68 -0.55 -0.27
H -5.77 -2.49 1.04
H -7.69 -1.33 1.73
H -7.12 -0.50 0.29
H -6.36 1.61 0.46
H -5.22 1.62 1.84
H -6.75 2.49 1.95
H -5.92 -2.22 3.36
H -5.19 -0.79 3.33
C -1.27 9.19 0.15
C -0.61 7.85 -0.18
C -0.47 7.57 -1.68
O -1.66 7.19 -2.34
C -2.53 8.26 -2.67
N -1.33 6.78 0.51
H -2.35 9.15 0.04
H -1.07 9.46 1.18
H -0.89 9.98 -0.49
H 0.41 7.88 0.23
H 0.20 6.71 -1.80
H 0.01 8.41 -2.20
H -1.97 9.16 -2.96
H -3.21 8.50 -1.85
H -3.13 7.94 -3.52
H -0.83 5.91 0.40
H -2.21 6.63 0.02
```



No. 3
A 2-piece molecular cluster, C3H4Cl2I2 overall in a non-equilibrium geometry. Source: OMol25; level of theory: ωB97M-V/def2-TZVPD.

2S+1	1
electronic energy	-1632.38249	Ha
structure (SMILES)	C=C(Cl)Cl.ICI
HOMO level	-0.336	Eh
molar mass	364.8	g/mol

Geometry as XYZ:
```
11
C3H4Cl2I2, DFT ωB97M-V/def2-TZVPD
C -1.34 0.04 -1.48
C -0.62 -0.87 -0.91
Cl -1.33 -2.02 0.16
Cl 0.93 -1.12 -1.62
H -2.32 0.29 -1.18
H -0.59 0.66 -2.00
I -0.15 2.24 1.78
C 1.07 0.61 1.41
I 2.94 0.26 0.93
H 0.83 0.00 2.34
H 0.59 -0.10 0.57
```



No. 4
One molecule with the formula C3H3NO3. Source: OMol25; level of theory: ωB97M-V/def2-TZVPD.

2S+1	1
electronic energy	-396.55354	Ha
structure (SMILES)	[H]/N=C(\C=O)OC=O
HOMO level	-0.392	Eh
molar mass	101.1	g/mol

Geometry as XYZ:
```
10
C3H3NO3, DFT ωB97M-V/def2-TZVPD
H 1.60 -1.16 0.33
N 0.66 -0.86 0.52
C 0.24 0.14 -0.14
C 1.03 0.91 -1.18
O 0.59 1.78 -1.87
O -1.01 0.56 0.10
C -1.58 -0.41 0.97
O -1.82 -0.19 2.11
H 2.09 0.57 -1.25
H -1.79 -1.34 0.42
```



No. 5
A 2-piece molecular cluster, C4H16N3O overall in a non-equilibrium geometry. Source: OMol25; level of theory: ωB97M-V/def2-TZVPD.

2S+1	1
electronic energy	-401.26967	Ha
charge	+1
HOMO level	-0.461	Eh
molar mass	122.2	g/mol

Geometry as XYZ:
```
24
C4H16N3O, DFT ωB97M-V/def2-TZVPD
N 1.42 1.84 0.95
C 0.32 2.37 0.09
C -0.17 1.45 -1.01
N -0.79 0.22 -0.47
C -0.90 -0.89 -1.41
C -1.35 -2.12 -0.64
N -0.21 -2.43 0.22
H 2.29 1.71 0.43
H 1.17 0.92 1.37
H 1.69 2.52 1.66
H 0.61 3.32 -0.37
H -0.55 2.68 0.67
H 0.62 1.17 -1.73
H -0.93 1.97 -1.61
H -0.30 0.01 0.39
H -1.59 -0.54 -2.18
H -0.01 -1.16 -2.00
H -1.75 -2.85 -1.34
H -2.15 -1.82 0.04
H -0.34 -3.20 0.86
H 0.65 -2.56 -0.29
H 0.50 -1.13 1.39
H 0.81 -0.91 2.92
O 0.97 -0.57 2.04
```